# 1
This record from OMol25 describes a structure of composition C40H58I2N9O7P2V. The level of theory is ωB97M-V/def2-TZVPD.

Geometry as ORCA input:
```
! RIJCOSX wB97M-V def2-TZVPD def2/J DEFGRID3
* xyz 1 4
V 1.50111 -1.03317 0.54975
I 5.79767 0.43329 -5.68574
C 4.35511 -0.14351 -4.29476
C 3.52353 -1.22031 -4.55673
C 2.58611 -1.60915 -3.61535
I 1.24255 -3.12313 -4.12674
C 2.45071 -0.96892 -2.36179
O 1.59836 -1.37793 -1.46243
C 3.24518 0.19322 -2.17980
C 2.96379 1.11737 -1.02999
N 3.03601 0.49290 0.30316
C 4.38517 0.00901 0.62544
C 4.42207 -1.44840 1.02033
C 5.63175 -2.05276 1.34317
C 5.64357 -3.37138 1.75109
C 4.43671 -4.05373 1.84345
C 3.28104 -3.38755 1.49891
N 3.26537 -2.11526 1.07671
C 4.19296 0.57047 -3.12033
H 3.59613 -1.75315 -5.49483
H 1.94611 1.50289 -1.12016
H 3.64709 1.97246 -1.08675
H 2.74458 1.20407 0.97471
H 4.81378 0.59497 1.44307
H 5.04312 0.14573 -0.23647
H 6.54864 -1.48230 1.27064
H 6.57554 -3.86122 1.99961
H 4.39259 -5.08279 2.17008
H 2.31414 -3.87067 1.55759
H 4.79312 1.45508 -2.94005
C -2.18819 -0.94472 -2.67523
C -1.03864 0.03613 -2.65974
C -0.64380 0.54461 -4.02416
O -1.45725 1.21508 -1.86036
P -0.97569 1.44254 -0.38524
O -0.09768 0.38723 0.14815
C -0.21750 3.08059 -0.44888
P 0.64388 3.62724 1.03868
O 1.60292 2.65994 1.59619
O 1.37915 4.96671 0.66599
C 0.91935 6.20436 0.04837
C 1.02027 6.09441 -1.46017
C -0.45360 6.63381 0.52382
O -0.56770 3.98938 1.99203
C -0.52685 3.70027 3.42292
C -1.25875 4.82675 4.11639
C -1.15902 2.34415 3.64761
O -2.27605 1.58942 0.48920
C -3.47831 2.25520 -0.01110
C -3.91354 3.25581 1.03588
C -4.51125 1.18815 -0.29583
H -1.89974 -1.82325 -3.25464
H -3.07623 -0.50122 -3.13081
H -2.42882 -1.27337 -1.66102
H -0.18752 -0.41121 -2.14971
H -1.48728 1.02736 -4.52073
H -0.31210 -0.29633 -4.63496
H 0.18169 1.25432 -3.95470
H -1.00153 3.80199 -0.69489
H 0.49559 3.08300 -1.27592
H 1.65659 6.92557 0.39998
H 0.22110 5.47979 -1.87711
H 1.98221 5.67321 -1.75035
H 0.93680 7.08784 -1.90135
H -1.23277 5.94058 0.20202
H -0.67823 7.61088 0.09523
H -0.49328 6.71468 1.60832
H 0.52155 3.68364 3.72731
H -2.28299 4.89481 3.74651
H -0.76126 5.78157 3.95024
H -1.29386 4.64099 5.19039
H -2.21027 2.36522 3.35803
H -1.09515 2.07397 4.70314
H -0.64921 1.58549 3.05290
H -3.22279 2.77040 -0.94114
H -4.19414 2.74064 1.95617
H -4.78002 3.81227 0.67721
H -3.11051 3.95774 1.26088
H -4.72313 0.62590 0.61500
H -4.15448 0.50003 -1.06141
H -5.43702 1.64791 -0.64341
C 1.66562 0.74918 5.68636
N 0.96242 -0.36934 5.06021
C 0.67378 -1.54023 5.88652
C 1.10249 -0.53643 3.76197
N 1.24254 -0.66144 2.62265
H 1.08197 1.09931 6.53688
H 1.76625 1.55802 4.96583
H 2.65746 0.44776 6.03210
H 0.08758 -1.22482 6.74818
H 1.59437 -2.01583 6.23381
H 0.09376 -2.25578 5.30918
C 0.91980 -4.58459 -0.41764
C -0.19508 -3.76872 0.12564
N -0.07816 -2.58891 0.69727
C -1.33509 -2.22925 1.14110
C -2.22245 -3.19746 0.81273
N -1.49110 -4.17597 0.16551
C -2.02929 -5.39078 -0.41170
N -2.29030 -5.25531 -1.81837
N -1.35707 -5.65298 -2.72076
N -1.75120 -5.37032 -3.89731
C -2.99238 -4.77137 -3.81075
C -3.84447 -4.29881 -4.81287
C -5.04377 -3.76092 -4.41071
C -5.39923 -3.69095 -3.04653
C -4.56848 -4.14910 -2.04953
C -3.35047 -4.69284 -2.46725
H 1.73255 -3.91767 -0.69387
H 0.62134 -5.14014 -1.30217
H 1.27220 -5.29927 0.33239
H -1.50908 -1.28531 1.62867
H -3.28315 -3.28740 0.96945
H -2.95392 -5.63396 0.10855
H -1.32594 -6.21032 -0.28556
H -3.56315 -4.36478 -5.85469
H -5.73826 -3.38570 -5.14988
H -6.35744 -3.26492 -2.77941
H -4.85325 -4.09029 -1.00745
*
```

<S²>: 3.76
Relative energy (zero: lowest compared OMol25 entry of this formula, charge and spin): 2.07 kcal/mol


# 2
This record from OMol25 describes a structure of composition C40H59MnN4P. The level of theory is ωB97M-V/def2-TZVPD.

Geometry as ORCA input:
```
! RIJCOSX wB97M-V def2-TZVPD def2/J DEFGRID3
* xyz 1 5
Mn -1.28353 -0.03655 0.02637
C -1.93223 2.56395 3.06417
C -3.03173 2.32125 2.03217
C -2.70213 2.87855 0.64027
N -2.28393 1.84445 -0.29193
C -2.48883 2.07005 -1.58333
C -2.78423 3.36295 -2.09853
C -3.34973 3.74615 -3.28933
C -3.86223 2.94625 -4.30823
C -3.68573 1.58425 -4.44853
C -2.93293 0.71345 -3.67763
C -2.29883 0.88955 -2.43473
N -1.55023 -0.04905 -1.84763
C -1.32953 -1.32335 -2.50773
C -2.53063 -2.29015 -2.37843
C -3.42883 -1.95005 -1.17703
N -2.64663 -1.59365 -0.00783
C -3.03963 -1.96005 1.19377
C -4.31273 -2.52205 1.48607
C -4.72273 -3.23995 2.57917
C -3.95883 -3.69425 3.65617
C -2.68243 -3.28555 3.99277
C -1.92873 -2.26165 3.43967
C -2.12413 -1.52805 2.25567
N -1.43953 -0.41665 1.95237
C -0.80913 0.26625 3.07207
C -0.65123 1.76895 2.81467
H -2.31603 2.31445 4.05557
H -1.69253 3.63055 3.07397
H -3.94373 2.80075 2.39087
H -3.23593 1.24825 1.94187
H -1.91923 3.64405 0.72797
H -3.60243 3.36315 0.24287
H -2.51443 4.17695 -1.44113
H -3.46453 4.81255 -3.43163
H -4.42783 3.44495 -5.08203
H -4.15293 1.13845 -5.31843
H -2.86683 -0.28275 -4.09153
H -0.47223 -1.79105 -2.00903
H -1.06093 -1.18075 -3.56043
H -2.14473 -3.30545 -2.26533
H -3.15013 -2.27745 -3.27803
H -4.06873 -2.82005 -0.98433
H -4.07733 -1.09965 -1.44173
H -5.07253 -2.33075 0.73997
H -5.75913 -3.54935 2.57347
H -4.42953 -4.41435 4.31027
H -2.24463 -3.76725 4.85897
H -1.01923 -2.03335 3.97487
H 0.18337 -0.17225 3.25457
H -1.41093 0.13245 3.98227
H -0.30823 1.91245 1.77837
H 0.11557 2.15165 3.49237
C 4.55737 2.17975 2.31887
C 4.02067 0.89375 2.95947
C 2.69477 0.46255 2.31987
C 2.75417 0.69865 0.81287
C 2.77937 2.21335 0.55097
C 3.41147 2.98335 1.71527
P 1.38057 -0.12065 -0.18053
C 1.83787 -1.95135 -0.20023
C 3.31607 -2.38595 -0.15483
C 3.72437 -2.96325 1.19787
C 2.88957 -4.19435 1.57197
C 1.45467 -4.10435 1.03537
C 1.02137 -2.65165 0.89457
C 1.79867 0.36985 -1.94483
C 3.26037 0.27695 -2.40373
C 3.48427 1.12785 -3.66473
C 2.23847 1.16005 -4.54443
C 1.07247 1.85145 -3.81973
C 1.23297 1.74755 -2.30033
H 5.27947 1.94025 1.53477
H 5.07207 2.77765 3.06977
H 3.85887 1.05455 4.02737
H 4.75837 0.09715 2.86147
H 1.89187 1.06425 2.73737
H 2.49387 -0.58295 2.55317
H 3.68687 0.24815 0.46007
H 1.76107 2.57935 0.38657
H 3.36367 2.41265 -0.34773
H 2.66857 3.18375 2.48907
H 3.77647 3.94595 1.35517
H 1.43857 -2.28815 -1.16723
H 3.98537 -1.56505 -0.40983
H 3.46917 -3.16055 -0.90973
H 3.62237 -2.19915 1.96747
H 4.78027 -3.23915 1.16177
H 2.87327 -4.28795 2.65927
H 3.35997 -5.09615 1.17887
H 0.77507 -4.63185 1.70647
H 1.38927 -4.58805 0.05907
H 1.15157 -2.14705 1.85377
H -0.04373 -2.59145 0.63427
H 1.22137 -0.35635 -2.53153
H 3.50747 -0.76335 -2.62183
H 3.94647 0.62485 -1.63273
H 4.32337 0.71775 -4.22793
H 3.74807 2.15035 -3.39083
H 1.96637 0.13605 -4.80933
H 2.46107 1.68575 -5.47323
H 0.12717 1.39755 -4.12473
H 1.02957 2.90455 -4.10023
H 0.26787 1.90065 -1.80273
H 1.90597 2.53155 -1.95913
*
```

<S²>: 6.08
Relative energy (zero: lowest compared OMol25 entry of this formula, charge and spin): 0.00 kcal/mol


# 3
This record from OMol25 describes a cluster of 10 separate species, C40H60O30 in total. The level of theory is ωB97M-V/def2-TZVPD.

Geometry as ORCA input:
```
! RIJCOSX wB97M-V def2-TZVPD def2/J DEFGRID3
* xyz -1 2
C 4.00045 -8.92837 1.34347
C 4.96812 -9.81884 2.07714
C 4.35439 -11.12100 2.75990
O 5.21280 -12.11370 2.29293
C 5.95209 -11.69002 1.30053
O 6.61344 -12.42216 0.61095
O 5.82018 -10.31633 1.10471
H 3.32561 -8.47795 2.07136
H 3.37981 -9.49310 0.64780
H 4.45832 -8.17103 0.70715
H 5.49027 -9.18872 2.79714
H 3.31003 -11.25407 2.47757
H 4.29279 -10.96132 3.83639
C -1.43071 -13.84245 -7.84267
C -0.48104 -12.70109 -7.48567
C -1.16919 -11.42100 -7.22052
O -0.31365 -10.85126 -6.30393
C 0.47681 -11.78608 -5.71850
O 1.37250 -11.60727 -4.86937
O 0.26071 -12.93911 -6.33866
H -2.08442 -13.61087 -8.68358
H -2.03421 -14.15888 -6.99194
H -0.91202 -14.74404 -8.16854
H 0.23445 -12.59770 -8.30145
H -2.19021 -11.55896 -6.86476
H -1.20924 -10.78800 -8.10698
C 11.17068 -8.40170 -1.29051
C 12.46290 -7.55340 -1.52594
C 13.65843 -8.38372 -2.02100
O 13.78017 -7.99205 -3.31973
C 12.96859 -6.90723 -3.62938
O 13.02551 -6.34184 -4.65077
O 12.19193 -6.60676 -2.57793
H 10.42709 -7.67821 -0.95623
H 11.29154 -9.18373 -0.54090
H 10.73413 -8.82633 -2.19449
H 12.66000 -7.10553 -0.55195
H 13.43559 -9.44914 -2.07849
H 14.56300 -8.14511 -1.46161
C 7.29641 -8.70638 -6.58596
C 8.41254 -7.81240 -5.97434
C 9.70015 -8.53767 -5.78693
O 10.61544 -7.76575 -6.51600
C 10.02361 -6.71682 -7.04175
O 10.63085 -5.76186 -7.52501
O 8.70213 -6.82173 -6.87014
H 7.29123 -8.90744 -7.65724
H 6.31858 -8.24364 -6.45243
H 7.35270 -9.69135 -6.12254
H 8.05458 -7.39443 -5.03344
H 9.66084 -9.53953 -6.21449
H 9.94882 -8.56399 -4.72600
C 4.06978 -8.71590 -8.45571
C 3.35103 -9.90907 -7.82352
C 3.02820 -11.06283 -8.79605
O 3.79532 -12.11610 -8.36658
C 4.48056 -11.78378 -7.23541
O 5.25369 -12.52064 -6.60392
O 4.29783 -10.54155 -6.95172
H 4.47729 -7.97746 -7.76525
H 3.45669 -8.16058 -9.16553
H 4.99313 -9.03405 -8.93978
H 2.45347 -9.58771 -7.29511
H 3.17189 -10.65903 -9.79825
H 1.95928 -11.20146 -8.63392
C 3.80817 -9.90121 -2.53039
C 5.33630 -10.21757 -2.36154
C 5.95693 -10.65661 -3.63680
O 7.13278 -9.82221 -3.68299
C 7.11508 -8.88071 -2.75704
O 7.95836 -7.96549 -2.59222
O 5.96302 -8.98472 -2.06815
H 3.25207 -10.70177 -3.01819
H 3.61746 -8.95453 -3.03589
H 3.50281 -9.76028 -1.49357
H 5.50322 -10.99748 -1.61860
H 5.36773 -10.47143 -4.53494
H 6.08549 -11.73893 -3.62482
C 3.99569 -14.59216 -0.12733
C 4.17648 -15.16906 -1.53166
C 3.84917 -14.36381 -2.74699
O 4.98865 -14.29446 -3.49459
C 5.96986 -14.83345 -2.80665
O 7.14105 -14.88860 -3.16142
O 5.55719 -15.30606 -1.64435
H 2.94668 -14.53159 0.16253
H 4.21656 -13.52721 -0.05522
H 4.61039 -15.09124 0.62178
H 3.73397 -16.16379 -1.58462
H 3.52590 -13.35956 -2.47294
H 2.99247 -14.73404 -3.31010
C 0.32544 -3.78532 -0.46831
C 0.67270 -4.94962 -1.44596
C 2.15374 -5.13140 -1.72230
O 2.38121 -6.46595 -1.45845
C 1.34797 -7.05012 -0.83412
O 1.25977 -8.20143 -0.37424
O 0.30433 -6.21286 -0.87527
H 0.50116 -2.85759 -1.01286
H 0.97391 -3.81416 0.40734
H -0.71949 -3.92340 -0.19050
H 0.17072 -4.82663 -2.40563
H 2.84881 -4.57112 -1.09696
H 2.32231 -4.94357 -2.78269
C 9.73334 -11.62285 0.28824
C 10.21029 -12.54107 -0.90848
C 9.07410 -13.17624 -1.68497
O 8.79520 -12.23263 -2.78942
C 10.03272 -11.60534 -3.03280
O 10.38174 -10.94989 -4.00889
O 10.84312 -11.76516 -1.90066
H 9.07214 -10.82195 -0.04260
H 10.61066 -11.19439 0.77283
H 9.29668 -12.23463 1.07765
H 10.89399 -13.34529 -0.63669
H 8.18005 -13.22333 -1.06322
H 9.31831 -14.14137 -2.12883
C -1.86994 -9.58600 -0.68090
C -0.99067 -10.83859 -0.97533
C 0.25065 -10.57580 -1.84488
O 1.23661 -11.33492 -1.21311
C 0.83557 -11.72117 -0.03700
O 1.45598 -12.49051 0.69196
O -0.30001 -11.21622 0.19931
H -2.43853 -9.89209 0.19723
H -2.51138 -9.15071 -1.44717
H -1.25420 -8.74823 -0.35361
H -1.62538 -11.60680 -1.41700
H 0.43764 -9.52117 -2.04709
H 0.07436 -11.02070 -2.82420
*
```

<S²>: 0.75
Relative energy (zero: lowest compared OMol25 entry of this formula, charge and spin): 0.00 kcal/mol


# 4
This record from OMol25 describes a structure of composition C40H63B2CdN15S. The level of theory is ωB97M-V/def2-TZVPD.

Geometry as ORCA input:
```
! RIJCOSX wB97M-V def2-TZVPD def2/J DEFGRID3
* xyz 0 1
Cd 0.91692 0.76057 -1.06942
C -5.47102 -0.21390 -2.53869
C -3.98082 -0.50008 -2.70467
C -3.72102 -1.41723 -3.90524
C -3.38534 -1.07577 -1.45491
C -4.01961 -1.76991 -0.41394
C -3.03023 -2.04567 0.50195
C -3.27965 -2.72538 1.81747
C -4.28868 -1.91605 2.64194
C -3.79870 -4.15272 1.61216
N -1.86104 -1.53359 0.02324
N -2.10311 -0.92884 -1.18684
B -0.38312 -1.33811 0.45250
N -0.10484 -0.51049 1.76691
N 0.45366 0.70403 1.44279
C 0.43000 1.47577 2.51634
C -0.12094 0.76497 3.58879
C -0.43761 -0.48359 3.08100
C -0.90544 -1.64649 3.90160
C -1.99093 -1.22962 4.89759
C 0.29418 -2.25437 4.64227
C 0.93671 2.88383 2.44400
C 2.04651 3.12654 3.46862
C -0.22986 3.85980 2.62673
N 0.69874 -2.41126 0.01259
N 1.49618 -1.85428 -0.96017
C 2.26985 -2.80247 -1.45572
C 1.99183 -4.01126 -0.81009
C 0.99988 -3.73314 0.11213
C 0.47167 -4.82012 1.01782
C 1.59421 -5.31279 1.94327
C -0.74345 -4.43476 1.83983
C 3.23746 -2.58461 -2.58693
C 2.75325 -1.48871 -3.53635
C 4.64427 -2.28293 -2.06144
H -5.86585 0.25903 -3.43972
H -6.02990 -1.13672 -2.36659
H -5.64290 0.45781 -1.69566
H -3.47082 0.44474 -2.88882
H -4.26959 -2.35568 -3.79486
H -4.03863 -0.93042 -4.82997
H -2.65641 -1.64314 -3.97615
H -5.05973 -2.04331 -0.33850
H -2.35496 -2.77309 2.38468
H -5.25869 -1.89920 2.14454
H -4.41517 -2.36355 3.63082
H -3.95941 -0.88345 2.76242
H -4.78142 -4.13001 1.13926
H -3.13521 -4.73445 0.97104
H -3.89342 -4.66617 2.57167
H -0.04677 -0.50104 -0.32138
H -0.28811 1.10629 4.59723
H -1.31389 -2.40022 3.23780
H -1.56088 -0.62835 5.69994
H -2.76301 -0.63999 4.40545
H -2.45495 -2.11069 5.34324
H 0.69766 -1.52740 5.34874
H -0.00796 -3.14680 5.19450
H 1.09061 -2.52649 3.94626
H 1.34756 3.01525 1.44108
H 1.67536 2.98367 4.48557
H 2.87649 2.43456 3.30708
H 2.42912 4.14474 3.38009
H -0.64792 3.77397 3.63249
H 0.10320 4.88911 2.48002
H -1.01909 3.63953 1.90535
H 2.44439 -4.97348 -0.99152
H 0.19132 -5.65054 0.36385
H 1.93865 -4.49887 2.58543
H 1.23543 -6.12587 2.57841
H 2.44803 -5.67202 1.37182
H -0.45252 -3.71454 2.60076
H -1.51008 -4.00258 1.19939
H -1.15925 -5.31254 2.33580
H 3.28594 -3.53001 -3.13432
H 2.66328 -0.54442 -2.99974
H 3.45771 -1.35360 -4.35898
H 1.77513 -1.75139 -3.94232
H 4.65515 -1.33510 -1.52463
H 4.97988 -3.06556 -1.37889
H 5.35627 -2.22126 -2.88764
C -4.16517 5.01472 -1.30132
C -4.25339 4.11730 -0.22082
N -3.20421 3.31601 -0.17421
N -2.41600 3.66698 -1.21353
C -2.97573 4.69053 -1.90583
B -1.12220 2.90143 -1.39047
N 0.13684 3.77991 -1.12789
C 0.32322 5.10617 -1.19279
C 1.68235 5.35362 -1.12122
C 2.25858 4.08397 -1.02685
N 1.31755 3.14441 -1.01689
N -0.90159 2.33404 -2.83235
C -1.32344 2.74505 -4.03668
C -0.66490 2.01381 -5.00786
C 0.17475 1.16279 -4.28942
N 0.01614 1.36103 -2.98472
H -4.86963 5.77527 -1.59221
H -5.03326 4.02547 0.51841
H -2.49573 5.13712 -2.76214
H -1.11638 1.98340 -0.62322
H -0.50896 5.78690 -1.26514
H 2.18048 6.30717 -1.15119
H 3.30047 3.81919 -0.94745
H -2.07516 3.50775 -4.14331
H -0.77701 2.09023 -6.07508
H 0.86541 0.41963 -4.65196
C 6.66769 3.42259 -1.59334
C 6.28190 2.02105 -2.08420
C 5.22188 1.41053 -1.23361
N 3.98705 1.30368 -1.55012
N 3.20270 0.72710 -0.59422
C 3.86435 0.37594 0.47960
N 3.33721 -0.27500 1.52847
S 5.56274 0.76575 0.37288
H 7.50509 3.81069 -2.17251
H 6.96670 3.40054 -0.54441
H 5.82483 4.10557 -1.69702
H 7.16407 1.37824 -2.08109
H 5.89207 2.07529 -3.09987
H 2.32344 -0.26366 1.58970
H 3.87075 -0.35629 2.37371
*
```

Relative energy (zero: lowest compared OMol25 entry of this formula, charge and spin): 11.94 kcal/mol


Question: Which formula does entry 4 have?
Answer: C40H63B2CdN15S